Entry 1:
{"formula": "C29H40HoN2O2P3", "method": "ωB97M-V with the def2-TZVPD basis set", "e_homo_ev": [-6.450, -6.466], "de_lowest_kj_mol": 0.0, "homo_lumo_gap_ev": [7.0, 7.0], "e_tot_ha": -3361.1551, "multiplicity": 5, "lumo_ev": [0.5, 0.5], "max_force_ha_per_bohr": 0.0452, "s2": 6.00, "total_charge": 0, "symbols": ["C", "C", "N", "C", "C", "C", "C", "P", "Ho", "P", "C", "O", "O", "H", "H", "H", "C", "C", "H", "H", "H", "H", "C", "C", "H", "H", "H", "H", "H", "H", "H", "H", "H", "H", "H", "H", "H", "H", "H", "H", "H", "H", "N", "P", "C", "C", "C", "C", "C", "C", "C", "C", "C", "C", "C", "C", "C", "C", "C", "C", "C", "C", "H", "H", "H", "H", "H", "H", "H", "H", "H", "H", "H", "H", "H", "H", "H"], "positions_angstrom": [[-2.4844, -3.1345, -1.3911], [-1.4105, -2.3660, -0.9509], [-1.5128, -1.0244, -0.7890], [-2.7492, -0.4771, -0.8508], [-3.8686, -1.2187, -1.1977], [-3.7417, -2.5617, -1.5098], [-0.1133, -3.0947, -0.6782], [0.9557, -2.3343, 0.6387], [0.6655, 0.2758, -0.4578], [-1.5377, 2.0835, -0.5544], [-3.0270, 0.9802, -0.5563], [1.4664, -3.1216, -3.1567], [2.4721, -0.7273, -2.1626], [-2.2928, -4.1844, -1.5959], [-4.8186, -0.6949, -1.2181], [-4.5951, -3.1392, -1.8333], [0.4246, -3.3538, 2.0640], [2.4962, -3.2524, 0.2612], [-3.7426, 1.3685, -1.2928], [-3.5249, 1.0992, 0.4216], [0.4972, -3.1812, -1.6206], [-0.3537, -4.1249, -0.3699], [-2.1505, 3.4509, 0.4791], [-1.8323, 2.8889, -2.1950], [1.9633, 0.0738, -2.5236], [3.3769, -0.3615, -2.0295], [1.9657, -2.2815, -3.0115], [0.7741, -2.8775, -3.8124], [-0.4451, 0.7679, 1.1248], [0.6780, 1.0186, -2.2964], [0.7315, -4.4061, 1.9284], [0.9158, -2.9357, 2.9580], [-0.6670, -3.3009, 2.1761], [2.3343, -4.3436, 0.3416], [2.8655, -3.0176, -0.7468], [3.2369, -2.9404, 1.0124], [-2.8100, 3.4022, -2.2104], [-1.0259, 3.6252, -2.3479], [-1.7876, 2.1251, -2.9811], [-3.0439, 3.9137, 0.0247], [-2.4065, 3.0587, 1.4728], [-1.3398, 4.1896, 0.5513], [2.2170, 1.1559, 0.6388], [2.6233, 2.2305, 1.7115], [1.9653, 3.8741, 1.2451], [1.3315, 4.7333, 2.1566], [0.8963, 5.9986, 1.7448], [0.9789, 6.3859, 0.4073], [1.4897, 5.4786, -0.5276], [1.9731, 4.2307, -0.1190], [2.0991, 1.8399, 3.4244], [2.3638, 2.7290, 4.4813], [1.9514, 2.4198, 5.7830], [1.3391, 1.2010, 6.0652], [1.1416, 0.2785, 5.0298], [1.5398, 0.5806, 3.7165], [4.4176, 2.4215, 1.9261], [5.1922, 1.2874, 2.2370], [6.5869, 1.3832, 2.2904], [7.2307, 2.5985, 2.0073], [6.4545, 3.7266, 1.7193], [5.0615, 3.6406, 1.6599], [1.1702, 4.4178, 3.1877], [0.4761, 6.6822, 2.4803], [0.6324, 7.3711, 0.0912], [1.5150, 5.7494, -1.5827], [2.3169, 3.5072, -0.8680], [2.8918, 3.6692, 4.2890], [2.1147, 3.1420, 6.5817], [1.0194, 0.9588, 7.0860], [0.6733, -0.6857, 5.2493], [1.3987, -0.1448, 2.8986], [4.7117, 0.3157, 2.3924], [7.1865, 0.4962, 2.5225], [8.3241, 2.6541, 1.9852], [6.9465, 4.6796, 1.4984], [4.4715, 4.5144, 1.3783]], "mulliken_charge": [-0.84, 0.80, 0.24, 0.56, -0.83, -0.65, -1.36, 1.13, -0.19, 0.96, -1.30, -0.72, -0.52, 0.47, 0.46, 0.42, -1.38, -1.49, 0.51, 0.41, 0.41, 0.45, -1.15, -1.57, 0.31, 0.26, 0.44, 0.31, 0.00, -0.21, 0.42, 0.37, 0.38, 0.46, 0.31, 0.41, 0.48, 0.35, 0.32, 0.43, 0.36, 0.13, -0.12, 0.65, 0.30, -0.50, -0.60, -0.50, -0.63, -0.40, 0.21, -0.49, -0.75, -0.47, -0.48, -0.14, 0.34, -0.48, -0.56, -0.46, -0.59, -0.25, 0.49, 0.35, 0.36, 0.42, 0.37, 0.53, 0.38, 0.36, 0.37, 0.19, 0.35, 0.36, 0.36, 0.37, 0.34]}


Entry 2:
{"formula": "C29H41AuCl5P2", "method": "ωB97M-V with the def2-TZVPD basis set", "e_homo_ev": [-9.124, -9.913], "de_lowest_kj_mol": 0.0, "homo_lumo_gap_ev": [7.1, 5.3], "e_tot_ha": -4248.6052, "multiplicity": 3, "lumo_ev": [-2.0, -4.6], "max_force_ha_per_bohr": 0.0287, "s2": 2.03, "total_charge": 1, "symbols": ["Au", "C", "C", "C", "C", "C", "C", "H", "H", "H", "C", "H", "H", "H", "C", "H", "H", "H", "C", "H", "H", "H", "C", "H", "H", "H", "C", "C", "C", "C", "C", "C", "C", "C", "H", "H", "H", "H", "H", "H", "H", "H", "H", "H", "H", "H", "P", "C", "C", "P", "C", "C", "C", "H", "H", "H", "H", "H", "H", "H", "H", "H", "H", "H", "H", "H", "H", "Cl", "C", "C", "C", "Cl", "C", "Cl", "C", "Cl", "C", "Cl"], "positions_angstrom": [[0.0772, -0.0621, -0.2070], [0.3380, -0.3034, 2.2697], [0.4053, 1.1101, 2.0704], [-1.6850, 0.4067, 1.3750], [-0.9575, -0.7495, 1.8534], [-0.8313, 1.5440, 1.5058], [1.3818, -1.1873, 2.8428], [2.3896, -0.8140, 2.6205], [1.2928, -2.2030, 2.4346], [1.2886, -1.2721, 3.9366], [-1.4319, -2.1400, 2.0228], [-0.6015, -2.8285, 2.2415], [-1.9553, -2.4660, 1.1171], [-2.1163, -2.2269, 2.8810], [-3.0862, 0.5039, 0.9268], [-3.7725, 0.5745, 1.7856], [-3.3195, -0.3959, 0.3422], [-3.2712, 1.3925, 0.3018], [-1.2319, 2.9214, 1.1405], [-1.7300, 3.4316, 1.9783], [-1.9469, 2.9097, 0.3073], [-0.3653, 3.5247, 0.8461], [1.5726, 1.9675, 2.3279], [1.5175, 2.4466, 3.3132], [1.6242, 2.7591, 1.5710], [2.4889, 1.3689, 2.2933], [5.5881, -0.9985, -4.3915], [6.2000, -0.5914, -3.2624], [7.0254, 0.6516, -3.1012], [6.7715, 1.7828, -4.1278], [5.3495, 2.2840, -4.1668], [4.3244, 1.8243, -4.8647], [4.3511, 0.6968, -5.8639], [5.5243, -0.3036, -5.7208], [8.0943, 0.3856, -3.1542], [7.1666, 1.4991, -5.1100], [6.8637, 1.0659, -2.0946], [6.4647, 0.1689, -6.0237], [5.1044, -1.9797, -4.4060], [6.2199, -1.2658, -2.4004], [5.3318, -1.0988, -6.4572], [3.4104, 0.1290, -5.8045], [3.3634, 2.3691, -4.8348], [4.3929, 1.1161, -6.8834], [7.3801, 2.6345, -3.7905], [5.2194, 3.1846, -3.5421], [2.0521, -0.9258, -1.1723], [2.0659, -2.7297, -1.4285], [3.6341, -0.4120, -0.4253], [0.6478, 1.2999, -2.0967], [1.9179, 0.0901, -2.7127], [1.6021, 2.8121, -1.7293], [-0.7371, 1.8711, -3.1657], [1.0459, -3.1011, -1.6386], [2.4109, -3.2125, -0.4935], [2.7388, -3.0420, -2.2433], [4.4657, -0.4443, -1.1527], [3.8710, -1.0884, 0.4167], [3.5395, 0.6169, -0.0341], [-0.4015, 2.1342, -4.1813], [-1.2054, 2.7751, -2.7251], [-1.5081, 1.0840, -3.2219], [1.4635, -0.5829, -3.4468], [2.8642, 0.4932, -3.1118], [0.8904, 3.6298, -1.5108], [2.2171, 3.1023, -2.5989], [2.2572, 2.6649, -0.8536], [-4.1681, -2.4467, 0.2664], [-3.4391, -2.7775, -1.2672], [-2.4125, -2.0133, -1.7855], [-1.9871, -2.2453, -3.0633], [-0.7638, -1.2659, -3.7488], [-2.5351, -3.2761, -3.8427], [-1.9304, -3.5434, -5.4147], [-3.5395, -4.1321, -3.3330], [-4.2510, -5.3855, -4.2759], [-3.9673, -3.8613, -2.0384], [-5.2057, -4.8015, -1.3141]], "mulliken_charge": [0.70, 0.51, 0.74, 0.39, 0.46, 0.47, -1.66, 0.32, 0.38, 0.30, -1.33, 0.34, 0.15, 0.27, -1.07, 0.30, -0.01, 0.30, -1.59, 0.31, 0.33, 0.34, -1.53, 0.31, 0.31, 0.31, -0.28, -0.64, -0.56, -1.00, -0.08, -0.60, -0.42, -1.06, 0.35, 0.32, 0.29, 0.36, 0.40, 0.69, 0.41, 0.25, 0.45, 0.42, 0.42, 0.35, 0.59, -1.14, -0.78, 0.50, 0.05, -1.08, -1.25, 0.28, 0.41, 0.37, -0.06, 0.42, 0.25, 0.40, 0.42, 0.34, 0.21, -0.29, 0.41, 0.33, 0.23, -0.11, -0.15, 0.13, 0.30, -0.30, 0.49, -0.17, -0.31, -0.14, 0.41, -0.17]}